# 1
The following is a DFT calculation (ωB97M-V/def2-TZVPD) of C11H16Cl2N7PdS5 as an isolated structure in a non-equilibrium geometry.

Output
HOMO level (alpha / beta)	-10.1 / -10.1	eV
total charge	+1
frontier orbital gap (alpha / beta)	5.0667 / 5.0998	eV

Each line ends with the Löwdin charge.
CARTESIAN COORDINATES (ANGSTROEM)
Pd -0.141078 -0.108444 -1.143382  0.389
C -1.817813 4.704602 1.396108  -0.392
S -0.452672 5.357580 0.404492  0.851
C -0.418585 4.297986 -0.989169  -1.001
C -0.478565 2.961003 -1.038516  -1.072
S -0.547193 1.823107 0.286954  0.623
S -0.383646 2.258335 -2.635093  0.802
C -0.142310 3.726814 -3.543277  -1.492
S 0.098184 3.739278 -5.150317  0.593
S -0.189684 5.120264 -2.519726  0.937
H -1.882047 5.383556 2.245765  0.040
H -1.616843 3.700429 1.755635  -0.019
H -2.748697 4.741643 0.834232  0.050
C -5.345774 -0.455287 0.469476  -0.001
C -4.258580 -0.555162 -0.546007  -0.273
C -4.268033 -0.950604 -1.865358  0.041
C -2.952623 -0.799431 -2.330045  -0.310
N -2.188820 -0.338740 -1.344913  -0.074
N -2.991298 -0.202384 -0.270024  0.041
C -2.397707 -1.081815 -3.685908  -0.032
H -6.274909 -0.844535 0.061064  0.089
H -5.509941 0.582525 0.760915  0.091
H -5.100494 -1.026045 1.365434  0.089
H -5.113527 -1.302875 -2.434025  0.126
H -2.614321 0.184920 0.580180  0.107
H -3.178137 -1.000316 -4.439506  0.093
H -1.991618 -2.095186 -3.736082  0.083
H -1.603853 -0.377860 -3.933559  0.035
N 0.976445 -2.924057 3.209110  0.147
N 0.577884 -2.979588 1.894256  -0.290
N 0.437878 -4.114667 1.263500  0.137
C 0.138466 -3.688840 0.037147  -0.192
N 0.105979 -2.357414 -0.035463  -0.051
N 0.393409 -1.908621 1.182776  0.053
H 0.729365 -3.783500 3.678894  0.109
H 0.646136 -2.075474 3.645065  0.106
H -0.056522 -4.352793 -0.788023  0.113
Cl 1.030733 -1.242631 -3.302282  0.598
C 2.534360 -0.490654 -2.736534  -0.851
Cl 2.279729 0.234480 -1.108742  0.611
H 2.809465 0.301831 -3.420609  0.049
H 3.299518 -1.250790 -2.651782  0.045

Cartesian forces, eV/Å:
Pd -0.96 0.67 0.92
C -0.01 0.17 -0.17
S 0.15 -0.04 0.22
C -0.02 0.12 0.04
C -0.04 0.00 -0.14
S 0.34 -1.25 -0.80
S -0.09 0.33 -0.33
C 0.09 0.03 0.12
S 0.00 -0.01 -0.12
S -0.13 0.09 -0.10
H -0.03 -0.04 -0.01
H -0.02 0.00 0.05
H 0.00 -0.04 0.02
C 0.05 -0.01 -0.03
C 0.04 0.05 0.11
C 0.07 -0.04 -0.15
C 0.11 -0.04 -0.32
N 0.65 0.15 0.53
N -0.10 -0.11 0.14
C 0.00 -0.04 0.05
H 0.02 0.00 -0.01
H 0.00 0.00 -0.01
H 0.00 0.00 -0.01
H 0.05 0.06 0.04
H 0.00 0.12 -0.05
H 0.01 0.01 0.02
H -0.02 0.01 0.00
H -0.05 0.03 -0.02
N 0.42 0.01 -0.19
N -0.12 0.11 0.22
N -0.02 0.03 -0.15
C 0.01 -0.02 0.01
N 0.08 0.05 0.16
N 0.00 -0.29 -0.08
H -0.16 0.04 0.01
H -0.16 -0.05 0.01
H 0.02 0.03 0.04
Cl 0.18 -0.09 -0.07
C -0.08 -0.01 0.01
Cl -0.24 -0.08 -0.03
H -0.04 0.08 0.01
H 0.03 -0.02 0.05

***

# 2
The following is a DFT calculation (ωB97M-V/def2-TZVPD) of a 14-piece molecular cluster, C14H56N10O14 overall in a non-equilibrium geometry.

Output
HOMO level	-9.1	eV
frontier orbital gap	9.1125	eV

Each line ends with the Löwdin charge.
CARTESIAN COORDINATES (ANGSTROEM)
C -2.420349 1.498909 -4.445490  -0.131
O -3.367383 0.767794 -3.648566  -0.137
H -1.386583 1.233583 -4.243306  0.053
H -2.693801 1.318904 -5.487307  0.082
H -2.632907 2.565623 -4.326712  0.082
H -3.644570 1.353562 -2.942363  0.024
C 1.473060 -0.588437 -4.088626  -0.117
O 1.161443 0.291720 -5.184806  -0.136
H 2.308966 -0.174736 -3.515824  0.075
H 0.617041 -0.613521 -3.419052  0.061
H 1.702877 -1.587728 -4.454394  0.083
H 1.781622 0.140361 -5.903057  0.094
C 1.662137 3.151909 -3.177065  -0.133
O 0.838000 2.936610 -4.336474  -0.140
H 2.494299 2.454868 -3.253830  0.066
H 1.995253 4.187212 -3.173984  0.086
H 1.138058 2.988448 -2.226402  0.048
H 1.060573 2.036416 -4.623383  0.012
C -0.946073 0.304223 4.286946  -0.149
O 0.224051 -0.386997 4.713404  -0.154
H -1.689509 -0.401704 3.896881  0.065
H -1.362703 0.822873 5.144668  0.076
H -0.716508 0.985219 3.460035  0.057
H 0.550973 -0.890746 3.942374  0.005
C 0.006167 3.476568 1.046534  -0.171
O 0.827085 4.425376 1.680436  -0.098
H 0.251566 3.294229 0.004213  0.067
H -0.007360 2.497180 1.546467  0.062
H -1.059876 3.760721 1.075790  0.062
H 0.663543 4.325921 2.622855  0.078
C 0.173381 -3.562065 -1.168025  -0.150
O 0.416098 -4.863041 -1.718048  -0.118
H 0.803636 -2.873688 -1.724745  0.065
H -0.874952 -3.255761 -1.223544  0.079
H 0.441980 -3.530264 -0.112542  0.063
H 0.253885 -5.507840 -1.025031  0.072
C 2.739052 1.597010 2.838607  -0.138
O 3.577221 1.350932 1.725950  -0.147
H 2.059477 0.770341 3.065745  0.062
H 3.358052 1.775615 3.718665  0.084
H 2.153165 2.514096 2.694667  0.059
H 3.000584 1.112740 0.981418  0.010
C -2.841383 2.998980 -0.959252  -0.135
O -2.770681 1.815387 -0.155991  -0.151
H -3.787255 2.992030 -1.519672  0.081
H -2.833183 3.950570 -0.433161  0.085
H -2.062072 3.001147 -1.724687  0.075
H -2.762490 2.125380 0.756559  0.083
C 3.575206 -2.703242 -0.293913  -0.110
O 2.972269 -3.940022 0.078994  -0.160
H 3.823358 -2.140432 0.602472  0.090
H 4.472335 -2.855932 -0.898285  0.085
H 2.885140 -2.083313 -0.870421  0.060
H 2.892217 -4.501112 -0.698352  0.084
C -2.853982 -2.651495 1.924960  -0.644
O -2.305612 -1.728166 1.344486  0.000
N -2.299758 -3.284553 2.997073  0.173
N -4.100465 -3.088558 1.546567  0.178
H -2.705463 -4.079850 3.456922  0.097
H -1.308733 -3.200310 3.162060  0.077
H -4.525750 -2.589545 0.786666  0.062
H -4.462162 -3.906951 1.994949  0.096
C 0.636298 0.293246 -0.215398  -0.631
O 1.846579 0.571843 -0.303871  -0.026
N 0.110564 -0.407054 0.810148  0.209
N -0.264759 0.688494 -1.167898  0.187
H 0.700147 -0.923275 1.451990  0.070
H -0.874129 -0.649609 0.821990  0.051
H -0.080630 1.451024 -1.791696  0.069
H -1.192174 0.323260 -1.052978  0.084
C -5.921298 -0.473492 0.169961  -0.680
O -6.984375 -0.983189 0.470308  0.024
N -5.063778 -1.022169 -0.760220  0.152
N -5.470674 0.694244 0.735690  0.166
H -5.375583 -1.797771 -1.310460  0.109
H -4.241328 -0.507768 -1.020906  0.081
H -4.632488 1.134371 0.388360  0.050
H -6.080402 1.194290 1.352271  0.103
C 4.495386 3.439522 -1.355853  -0.676
O 4.878688 4.261875 -2.162003  0.023
N 4.510874 2.063491 -1.518805  0.151
N 4.001506 3.793696 -0.107884  0.159
H 3.783983 1.570243 -1.023605  0.051
H 4.808156 1.698527 -2.404344  0.092
H 4.088214 3.105248 0.626593  0.064
H 4.121762 4.765821 0.111651  0.098
C 1.418430 -3.323927 3.417801  -0.618
O 1.078179 -2.243860 2.920348  -0.020
N 1.090639 -3.600902 4.725723  0.169
N 2.080372 -4.297979 2.740507  0.184
H 0.706884 -2.856130 5.283036  0.099
H 1.513598 -4.402904 5.155739  0.097
H 2.185881 -4.190704 1.730080  0.068
H 2.193317 -5.200914 3.162644  0.102

Cartesian forces, eV/Å:
C -1.26 0.36 -0.38
O 0.34 -0.13 0.15
H 0.02 0.07 0.04
H 0.41 -0.32 0.00
H 0.59 0.04 0.18
H -0.08 -0.06 0.08
C 0.21 0.48 -0.19
O -0.12 -0.25 0.24
H 0.07 -0.22 -0.01
H -0.12 -0.05 -0.14
H 0.00 -0.07 0.11
H 0.05 -0.02 0.04
C -0.32 -0.02 -0.70
O 0.08 -0.06 0.72
H 0.29 0.29 0.42
H 0.25 -0.07 -0.03
H -0.06 -0.11 -0.10
H -0.38 0.14 -0.28
C 0.17 -0.61 -0.28
O -0.15 0.09 -0.15
H -0.08 0.06 0.11
H 0.01 0.18 -0.03
H -0.01 0.25 0.19
H -0.02 -0.01 0.34
C -1.25 -0.78 0.31
O 0.02 -0.12 -0.15
H 0.48 0.37 0.03
H 0.49 0.03 -0.03
H 0.16 0.38 -0.10
H 0.13 0.18 0.03
C -0.07 -0.21 0.24
O 0.01 0.15 0.16
H -0.10 0.18 0.05
H 0.00 -0.10 -0.31
H 0.18 0.15 -0.01
H -0.11 -0.05 -0.08
C -0.08 0.41 0.18
O 0.13 0.04 0.12
H 0.07 -0.04 -0.09
H 0.12 -0.17 -0.08
H -0.05 -0.12 -0.07
H -0.19 -0.23 0.02
C -0.66 -0.16 -1.16
O -0.22 0.83 0.28
H -0.01 -0.03 0.14
H 0.26 -0.19 0.37
H 0.25 -0.04 0.28
H 0.23 -0.35 0.09
C -0.10 0.31 -0.32
O 0.23 -0.13 0.04
H 0.04 -0.17 0.11
H 0.05 -0.06 0.17
H -0.09 0.00 0.00
H -0.14 0.07 -0.06
C -0.96 -0.27 -0.33
O 0.24 0.24 -0.11
N 0.55 -0.35 0.47
N 1.34 0.08 0.75
H -0.34 0.04 -0.23
H -0.03 0.44 -0.20
H -0.34 -0.10 -0.07
H -0.52 0.04 -0.30
C 0.67 0.34 -0.16
O -0.37 0.03 -0.05
N -0.13 0.03 -0.11
N 0.12 -0.81 0.45
H 0.09 0.07 -0.25
H 0.18 -0.13 0.16
H 0.18 -0.06 -0.07
H -0.26 0.47 -0.25
C -0.28 0.32 -0.04
O 0.04 -0.19 0.01
N 0.13 0.32 0.61
N 0.29 -0.31 -0.34
H -0.14 0.06 -0.18
H 0.11 -0.22 -0.23
H -0.06 0.01 0.07
H -0.14 -0.09 0.02
C -0.06 -0.05 1.00
O 0.09 -0.19 -0.41
N 0.03 0.39 0.12
N 0.10 -0.22 -0.77
H 0.02 -0.26 -0.17
H -0.10 0.13 -0.13
H -0.12 0.10 0.23
H -0.01 0.00 0.14
C -0.27 0.06 0.54
O 0.22 -0.41 -0.44
N 0.20 -0.35 -0.75
N -0.47 0.56 0.06
H 0.12 0.12 0.05
H -0.08 0.13 0.33
H 0.28 -0.03 0.24
H 0.06 -0.04 -0.10

***

# 3
The following is a DFT calculation (ωB97M-V/def2-TZVPD) of C22H37O2SiTi as an isolated structure in a non-equilibrium geometry.

Output
HOMO level	-11.1	eV
total charge	+1
frontier orbital gap	7.7626	eV

Each line ends with the Löwdin charge.
CARTESIAN COORDINATES (ANGSTROEM)
O -3.373237 1.546138 -2.998260  -0.135
C -4.505853 0.606962 -3.076925  -0.144
C -5.196433 1.374614 -4.208930  -0.076
H -5.082830 0.605636 -2.135768  0.121
H -4.187966 -0.406754 -3.358999  0.116
C -4.033046 2.383845 -3.998991  -0.572
H -6.181429 1.766233 -3.977456  0.111
H -5.184212 0.892143 -5.180542  0.112
C -4.583801 3.670772 -3.408000  -0.024
H -5.282474 3.443722 -2.588203  0.093
H -5.129722 4.212991 -4.188426  0.095
H -3.777897 4.317641 -3.049932  0.087
C -3.170989 2.621807 -5.230023  -0.018
H -2.817133 1.667313 -5.649649  0.092
H -2.325336 3.275209 -4.976978  0.088
H -3.784295 3.139479 -5.976728  0.093
Ti 2.265635 -0.398554 1.137629  0.791
C 4.332858 -1.208842 0.534444  -0.161
C 3.616021 -2.303243 1.106594  -0.155
C 2.499750 -2.591344 0.240162  -0.144
H 3.945554 -2.893809 1.959203  0.108
C 2.527648 -1.665138 -0.846557  -0.121
C 3.653848 -0.801812 -0.661859  -0.134
H 3.983466 -0.046494 -1.369287  0.130
H 5.297787 -0.851408 0.890155  0.134
H 1.830413 -3.445704 0.333658  0.114
H 1.911466 -1.716942 -1.744097  0.131
C 3.706846 0.747616 2.458614  -0.160
C 3.761221 1.393265 1.175850  -0.146
C 2.492517 1.984833 0.916206  -0.114
H 4.644742 1.524373 0.555793  0.132
C 1.640466 1.725642 2.032360  -0.114
C 2.395942 0.981728 3.002268  -0.185
H 2.093920 0.794205 4.028750  0.091
H 4.521770 0.252542 2.981274  0.131
H 2.257028 2.625919 0.068446  0.129
H 0.639543 2.126835 2.187367  0.133
O 0.263287 -0.148423 0.299051  -0.287
C 0.056652 0.750983 -0.857132  -0.139
C -1.142343 0.197093 -1.582761  -0.147
H 0.971299 0.759328 -1.466854  0.123
H -0.116275 1.762733 -0.466647  0.131
C -1.936360 -0.553901 -0.522656  -0.137
H -0.798151 -0.502474 -2.349767  0.128
H -1.734303 0.975256 -2.055080  0.093
C -0.880963 -1.083173 0.419348  -0.128
H -2.538579 -1.360066 -0.947217  0.128
H -2.600387 0.147900 0.004723  0.132
H -0.515391 -2.067490 0.106529  0.122
H -1.193306 -1.133716 1.471011  0.114
C 2.953894 -2.067596 4.481482  -0.199
Si 1.486570 -1.850147 3.304559  0.577
C 0.856612 -3.584961 2.899957  -0.212
C 0.103112 -0.977238 4.250370  -0.204
H 3.778843 -2.616348 4.010112  0.021
H 2.613388 -2.642931 5.355027  0.045
H 3.350585 -1.108455 4.834179  0.028
H 0.392359 -4.017085 3.797797  0.044
H 0.105262 -3.565943 2.097528  0.019
H 1.672925 -4.243458 2.579554  0.033
H -0.247442 -1.645054 5.047482  0.043
H 0.439654 -0.040690 4.713985  0.023
H -0.742729 -0.735563 3.592254  0.020

Cartesian forces, eV/Å:
O -1.28 -0.33 -0.56
C 0.00 -0.18 0.26
C 0.94 0.14 0.35
H 0.36 -0.16 -0.29
H 0.05 0.24 0.33
C -0.72 0.48 -0.68
H -0.04 -0.02 -0.06
H -0.05 -0.14 -0.01
C 0.24 0.04 0.12
H 0.30 0.16 -0.18
H 0.04 -0.08 0.15
H -0.10 -0.04 0.08
C -0.04 0.01 0.32
H -0.04 0.37 0.15
H -0.06 -0.24 -0.13
H 0.16 -0.13 0.03
Ti -0.86 0.23 -0.21
C -0.21 -1.12 -0.43
C -0.06 0.11 -0.98
C 0.51 0.40 -0.32
H -0.28 0.25 -0.28
C 0.95 -0.72 0.54
C -0.25 -0.69 0.21
H -0.11 -0.10 0.29
H -0.49 0.07 -0.08
H 0.11 0.46 0.11
H -0.07 0.27 0.49
C -0.59 1.02 -0.25
C -0.42 0.71 0.86
C 0.38 -0.20 0.80
H -0.33 -0.29 0.11
C 0.95 -0.18 0.37
C 0.15 0.38 -0.45
H 0.12 -0.09 -0.45
H -0.25 0.10 -0.25
H 0.01 -0.44 0.12
H 0.25 -0.38 -0.18
O -0.19 -0.11 0.01
C 0.12 0.13 0.44
C 0.27 -0.35 -0.35
H -0.23 -0.07 0.24
H 0.04 -0.26 0.03
C -0.32 0.49 0.31
H -0.09 0.04 -0.05
H 0.10 -0.07 -0.07
C 0.61 -0.18 0.02
H 0.04 0.13 0.10
H 0.11 -0.27 -0.13
H -0.02 0.08 0.06
H 0.23 0.15 -0.32
C -0.07 0.02 -0.06
Si 0.37 0.28 -0.03
C -0.05 0.11 -0.25
C 0.00 0.11 -0.10
H -0.17 0.07 0.22
H 0.15 0.13 -0.16
H -0.07 -0.17 0.02
H 0.11 0.07 -0.21
H 0.10 -0.09 0.23
H -0.15 0.06 0.09
H -0.04 0.13 -0.13
H -0.19 -0.30 -0.05
H 0.09 -0.07 0.25

***

Calculated electronic energy (hartree), listed in the same order as above: -3850.9470; -2168.0275; -2149.7017
Calculated ΔE to the lowest compared entry with this formula, charge and spin (eV), listed in the same order as above: 1.356; 0.000; 0.000